A cluster of 3 separate species, C2H11NO3 in total, computed with wB97M-V/def2-TZVPD.

```
17
Properties=species:S:1:pos:R:3:lowdin_charge:R:1
C 2.691 0.582 -0.059 -0.123
N 2.099 -0.731 0.143 -0.104
C 0.718 -0.697 0.435 -0.287
O -0.068 -0.302 -0.728 -0.097
H 2.333 1.236 0.736 0.077
H 3.768 0.506 0.054 0.071
H 2.467 1.058 -1.020 0.078
H 2.327 -1.378 -0.592 0.109
H 0.546 0.054 1.214 0.116
H 0.318 -1.627 0.823 0.121
H -0.855 -0.866 -0.757 0.055
O -2.829 -0.893 0.226 -0.056
H -2.765 0.067 0.367 0.014
H -3.753 -1.057 0.016 0.047
O -1.830 1.828 0.037 -0.066
H -1.174 2.401 0.441 0.043
H -1.335 1.081 -0.349 0.000
```

Computed properties:
spin multiplicity	1
energy above the lowest of the compared OMol25 structures with the same formula, charge and spin	7.8	kcal per mole
structure (SMILES)	CNCO.O.O

An isolated molecule of C2H2N2O4 at a distorted geometry, computed with wB97M-V/def2-TZVPD.

```
10
Properties=species:S:1:pos:R:3:lowdin_charge:R:1
O -1.885 -0.768 0.408 0.151
C -0.820 -0.184 0.450 -0.290
O -0.413 0.613 1.531 0.033
N 1.039 0.260 1.511 0.024
O 1.367 0.513 0.269 0.059
C 0.469 0.045 -0.436 -0.361
N 0.419 0.041 -1.665 0.073
O -0.482 -0.662 -2.344 0.022
H 1.627 0.894 2.231 0.219
H -1.323 -0.752 -1.955 0.069
```

Computed properties:
spin multiplicity	1
energy above the lowest of the compared OMol25 structures with the same formula, charge and spin	131.9	kcal per mole
structure (SMILES)	O=c1o[nH]o/c1=N/O

A cluster of 2 separate species, C3H3N3O in total at a distorted geometry, computed with wB97M-V/def2-TZVPD.

```
10
Properties=species:S:1:pos:R:3:lowdin_charge:R:1
N -1.557 0.323 -1.291 0.211
C -0.387 0.589 -1.173 -0.159
C 0.853 0.898 -0.791 -0.061
C 1.326 0.015 0.283 -0.292
O 0.661 -0.913 0.696 -0.056
H -1.941 -0.482 -1.768 0.098
H 1.443 1.670 -1.272 0.097
H 2.336 0.183 0.700 0.119
N -1.661 -1.358 1.908 0.020
N -1.062 -0.898 2.710 0.023
```

Computed properties:
spin multiplicity	1
energy above the lowest of the compared OMol25 structures with the same formula, charge and spin	23.1	kcal per mole
structure (SMILES)	N=C=CC=O.N#N

A cluster of 2 separate species, C5H14 in total, computed with wB97M-V/def2-TZVPD.

```
19
Properties=species:S:1:pos:R:3:lowdin_charge:R:1
C -1.592 1.398 0.598 -0.123
C -2.173 0.451 -0.457 -0.309
C -1.203 0.210 -1.619 -0.128
H -1.988 1.204 1.590 0.063
H -1.775 2.440 0.323 0.071
H -0.516 1.256 0.650 0.052
H -2.319 -0.515 0.026 0.091
H -3.145 0.784 -0.810 0.092
H -1.742 0.158 -2.563 0.062
H -0.402 0.928 -1.764 0.065
H -0.742 -0.769 -1.445 0.060
C 1.803 -1.038 0.225 -0.181
C 2.958 -0.957 1.207 -0.170
H 0.816 -0.974 0.682 0.052
H 1.852 -0.228 -0.509 0.060
H 1.809 -1.955 -0.364 0.064
H 3.339 -1.947 1.472 0.062
H 2.691 -0.470 2.139 0.058
H 3.810 -0.393 0.835 0.059
```

Computed properties:
spin multiplicity	1
energy above the lowest of the compared OMol25 structures with the same formula, charge and spin	6.7	kcal per mole
structure (SMILES)	CCC.CC

A structure of composition C4H2GaO at a distorted geometry, computed with wB97M-V/def2-TZVPD.

```
8
Properties=species:S:1:pos:R:3:lowdin_charge:R:1
C -0.831 -0.344 0.020 -0.134
C 0.262 2.030 -0.079 0.008
C -0.305 0.960 -0.377 -0.222
C 0.356 -1.413 0.027 0.166
O 1.527 -0.954 0.155 -0.089
Ga 1.881 0.860 -0.040 0.975
H -1.325 -0.414 1.002 0.157
H -1.565 -0.726 -0.708 0.138
```

Computed properties:
spin multiplicity	1
total charge	+1
energy above the lowest of the compared OMol25 structures with the same formula, charge and spin	0.0	kcal per mole

A structure of composition C6AsCl4MoO2S4, computed with wB97M-V/def2-TZVPD.

```
18
Properties=species:S:1:pos:R:3:lowdin_charge:R:1
Mo 0.039 -0.150 0.549 0.988
S -1.990 2.776 2.927 0.206
As -0.066 2.406 2.615 -0.208
S 0.049 -0.276 2.667 0.220
S 0.073 1.910 0.033 0.222
S 1.774 2.950 3.112 0.210
Cl -1.560 -6.297 0.211 0.766
C -0.707 -4.826 0.103 -0.673
C 0.710 -4.836 0.096 -0.673
Cl 1.543 -6.320 0.192 0.765
C 1.434 -3.660 -0.001 -0.623
Cl 3.136 -3.604 0.011 0.800
C 0.718 -2.466 -0.133 -0.346
O 1.326 -1.237 -0.272 -0.242
C -0.685 -2.455 -0.129 -0.347
O -1.275 -1.218 -0.267 -0.241
C -1.415 -3.639 0.012 -0.622
Cl -3.116 -3.560 0.042 0.799
```

Computed properties:
spin multiplicity	1
total charge	+1
calculated total energy	-6116.357227	hartree